50
Properties=species:S:1:pos:R:3:mulliken_charge:R:1 method="wB97M-V/def2-TZVPD" spin_multiplicity=1 e_tot_ha=-1112.59652 total_charge=0 orbital_gap_ev=2.789 lumo_energy_ev=-3.1
C -0.42080 1.57162 0.63142 0.61
H 2.96652 0.87619 -1.22335 -0.03
H -0.74752 -4.69214 2.47857 0.36
H 3.38112 -2.97458 -0.64005 0.32
H -5.29600 0.18641 0.53867 0.43
H -1.71445 5.90186 -1.13033 0.35
C -4.81548 -1.89542 0.75748 -0.69
C -3.19708 -0.11646 0.67200 -0.12
H -2.28818 3.29401 -1.63350 0.45
H 2.78353 -1.97547 -3.23846 0.30
H -1.62234 6.24157 0.59823 0.36
H -0.53550 -5.03506 0.76464 0.35
H -3.06281 5.48531 -0.07312 0.32
O 4.93097 2.28712 -0.89736 -0.75
H -0.32710 4.74010 1.86162 0.34
C -1.18022 -4.54808 1.49177 -0.93
C 3.05319 -2.01559 -1.06022 -0.24
C 3.86083 0.23468 -1.17386 0.62
C -0.06929 2.67201 1.43852 -0.82
C 3.57520 -1.82042 -2.49612 -0.58
H -2.96702 0.93018 0.61557 0.37
C -3.82529 -2.83652 0.92853 -0.90
C -4.50315 -0.53925 0.64037 -0.89
C -1.38371 4.16826 0.09101 1.05
N 3.59002 -0.89846 -0.25788 -0.39
C 5.03834 1.07681 -0.70707 0.14
H 0.56197 2.49458 2.29016 0.47
H -1.46513 1.02836 -1.16471 0.67
C -0.25577 -2.23400 1.19548 -0.94
C 0.02182 0.25337 0.99524 -0.44
C -0.73484 -0.93805 0.93789 0.76
H 2.98355 -0.61652 0.51814 0.23
H 0.76918 -2.50914 1.37610 0.60
H 5.22383 -0.39901 -2.72661 0.33
H -2.15125 -5.03458 1.46934 0.30
O 5.99359 0.48035 -0.21483 -0.71
C -1.97382 5.51966 -0.14173 -1.45
C -1.21772 1.83874 -0.50244 -1.03
C -2.17272 -1.06053 0.80934 1.24
C 4.14316 -0.38675 -2.55221 -0.74
H 3.70835 0.20252 -3.36575 0.30
H 4.35281 -2.55825 -2.72395 0.23
N -1.29221 -3.12016 1.19582 0.17
C -2.49349 -2.42110 0.96320 -0.17
H 1.95674 -1.99838 -1.03177 0.01
C -0.55919 3.92986 1.18872 -0.75
H -4.06590 -3.87648 1.04911 0.29
H -5.84847 -2.20284 0.72419 0.40
H 0.97278 0.18287 1.49660 0.53
C -1.68105 3.10681 -0.76237 -0.32